Record 1
The following is a DFT calculation (the ωB97M-V functional and the def2-TZVPD basis) of a structure of composition AsF6H24O12 at a distorted geometry.

Charge ... -1
Energy relative to the best compared isomer or geometry (same formula, charge and spin) ... 25.05 kcal per mole
Frontier orbital gap ... 0.35135 hartree
HOMO level ... -7.370 eV
LUMO ... 0.081 Eh

Last column: Löwdin charge in e.
Geometry (Å):
As  -0.1743  0.2745  -0.0884  0.853
F  -1.4119  -0.7889  -0.6911  -0.235
F  1.0408  -0.4113  -1.1890  -0.246
F  1.0801  1.3461  0.5614  -0.259
F  -1.3227  0.9487  1.0923  -0.267
F  0.2758  -0.8800  1.1531  -0.227
F  -0.5981  1.4816  -1.2788  -0.237
O  -1.7370  -3.5779  -1.6097  -0.063
H  -2.3410  -3.4552  -0.8715  0.025
H  -1.8125  -2.7645  -2.1213  0.001
O  -3.1162  0.4091  3.0094  -0.057
H  -4.0417  0.1530  2.9549  0.056
H  -2.9233  0.8154  2.1534  0.024
O  2.0492  -0.5094  -4.4333  -0.059
H  2.8040  -0.2942  -4.9880  0.043
H  1.8341  0.3210  -3.9752  0.001
O  -2.2222  -2.4485  2.9626  -0.062
H  -3.0861  -2.4908  3.3794  0.020
H  -2.2044  -1.5829  2.5354  -0.004
O  3.2831  0.0303  1.9042  -0.074
H  2.6783  0.4017  1.2490  -0.016
H  3.5144  -0.8368  1.5542  0.022
O  2.2064  -3.0170  2.4634  -0.061
H  1.4053  -2.4810  2.5144  0.018
H  2.6879  -2.8105  3.2696  0.030
O  -3.0760  -0.5992  -2.8005  -0.068
H  -2.5545  -0.5005  -1.9872  -0.015
H  -2.5871  -0.1018  -3.4623  0.034
O  -0.7629  0.9885  4.4704  -0.064
H  -1.2452  0.9223  3.6385  -0.022
H  0.1518  1.1409  4.2110  0.032
O  2.9251  3.3378  0.4016  -0.059
H  2.3910  2.8722  -0.2504  0.003
H  3.7856  3.4478  -0.0139  0.030
O  1.3056  2.0547  -3.5390  -0.045
H  0.5665  2.5661  -3.1932  0.048
H  2.0874  2.4685  -3.1596  0.052
O  -1.5528  3.8118  0.6717  -0.067
H  -2.3591  3.3177  0.5031  0.022
H  -0.9934  3.1949  1.1552  0.008
O  1.2766  -2.6380  -2.7441  -0.091
H  1.7209  -2.0753  -3.3997  -0.017
H  1.0525  -2.0408  -2.0124  -0.010

Atomic forces in eV per Å
As 1.5 -0.3 0.7
F 0.3 0.3 0.3
F -1.0 0.7 0.8
F -0.8 -0.2 -0.5
F 0.3 0.0 -0.7
F -0.4 0.3 -0.8
F 0.0 -0.5 0.5
O -0.2 -0.1 0.0
H 0.1 0.1 0.0
H 0.1 0.0 0.0
O -0.4 0.0 -0.3
H 0.0 0.1 0.1
H 0.1 -0.1 0.0
O 0.3 0.2 -0.1
H 0.0 -0.1 0.0
H -0.3 -0.2 0.0
O 0.0 -0.2 -0.2
H 0.0 0.1 0.1
H 0.1 0.0 0.2
O 0.2 0.0 -0.1
H 0.0 0.0 0.2
H -0.2 -0.1 0.1
O 0.1 -0.1 0.1
H 0.0 0.0 -0.1
H -0.1 0.1 0.0
O -0.1 0.0 0.1
H -0.1 0.0 -0.3
H 0.0 0.0 0.0
O 0.3 0.2 0.0
H -0.1 -0.1 0.2
H 0.0 -0.1 0.0
O 0.2 0.3 -0.2
H -0.1 -0.1 0.2
H 0.0 0.0 0.1
O 0.3 0.3 -0.1
H -0.1 -0.2 0.1
H 0.0 0.0 0.0
O 0.0 0.3 0.1
H 0.1 -0.1 -0.1
H 0.0 0.0 -0.1
O 0.1 -0.1 0.0
H -0.3 0.0 0.3
H 0.2 -0.4 -0.4

=====

Record 2
The following is a DFT calculation (the ωB97M-V functional and the def2-TZVPD basis) of an isolated molecule of C9H10O4 at a distorted geometry.

Charge ... 0
Energy relative to the best compared isomer or geometry (same formula, charge and spin) ... 95.90 kcal per mole
Frontier orbital gap ... 0.31398 hartree
HOMO level ... -8.511 eV
SMILES ... COc1c(O)ccc(C=O)c1OC
LUMO ... 0.001 Eh

Last column: Löwdin charge in e.
Geometry (Å):
C  -2.5777  -0.6396  -1.0359  -0.014
O  -1.8239  -0.2348  0.1430  -0.127
C  -0.6902  0.4259  0.0171  -0.200
C  -0.5584  1.8709  0.2722  -0.152
O  -1.6223  2.6691  0.5541  0.095
C  0.7424  2.4396  0.0707  -0.023
C  1.7124  1.5649  -0.0986  -0.076
C  1.7403  0.1570  -0.1770  -0.113
C  3.0229  -0.4790  -0.2826  -0.159
O  4.0419  0.2795  -0.0417  -0.056
C  0.4117  -0.4101  -0.1640  -0.235
O  0.1350  -1.6839  -0.1926  -0.089
C  -0.1723  -2.3748  1.0979  0.013
H  -2.5541  0.1461  -1.8708  0.118
H  -2.0196  -1.5274  -1.4062  0.099
H  -3.6205  -0.7369  -0.7966  0.078
H  -2.3996  2.1489  0.6970  0.096
H  1.0083  3.4684  -0.2358  0.136
H  2.6360  2.1732  -0.1560  0.132
H  3.2427  -1.6284  -0.6202  0.167
H  0.0605  -3.4304  0.9531  0.082
H  -1.2837  -2.1958  1.4350  0.127
H  0.5681  -2.0023  1.8382  0.101

Atomic forces in eV per Å
C 2.0 1.1 -1.4
O -3.8 0.2 0.4
C 1.9 2.9 0.4
C 0.1 -1.2 -1.3
O 1.4 0.1 -0.3
C -3.9 0.6 -0.3
C 4.4 -0.3 -0.4
C -3.0 0.2 0.0
C 5.1 1.0 0.2
O -3.2 -3.6 -1.0
C 2.1 2.8 0.9
O -0.1 -3.7 0.5
C -0.6 1.2 0.0
H 0.3 -0.8 1.2
H -1.0 0.3 0.0
H -0.2 -0.6 0.5
H -0.8 -0.8 0.1
H -0.9 -0.4 1.1
H 0.1 -1.5 -0.4
H -1.0 2.6 0.9
H -0.3 0.2 -0.3
H 2.3 -0.3 -0.7
H -0.7 0.0 -0.3

=====

Record 3
The following is a DFT calculation (the ωB97M-V functional and the def2-TZVPD basis) of an isolated molecule of CCl3F3Si at a distorted geometry.

Charge ... 0
Energy relative to the best compared isomer or geometry (same formula, charge and spin) ... 2.12 kcal per mole
Frontier orbital gap ... 0.41462 hartree
HOMO level ... -11.544 eV
SMILES ... F[Si](F)(F)C(Cl)(Cl)Cl
LUMO ... -0.010 Eh

Last column: Löwdin charge in e.
Geometry (Å):
F  -1.5989  -1.5322  0.0724  -0.039
Si  -0.9647  -0.0915  0.0505  0.094
F  -1.5846  0.6077  -1.2215  -0.049
F  -1.4611  0.6865  1.3268  -0.044
C  0.9467  -0.0741  -0.0226  -1.573
Cl  1.2808  1.8495  -0.2095  0.427
Cl  1.7520  -0.5976  1.4314  0.593
Cl  1.6298  -0.8483  -1.4274  0.592

Atomic forces in eV per Å
F 0.4 -0.1 0.1
Si -0.2 0.4 -0.2
F 0.4 0.0 0.1
F 0.3 -0.2 -0.1
C 0.0 1.9 -0.2
Cl -0.4 -1.8 0.2
Cl -0.2 -0.1 0.1
Cl -0.2 -0.1 -0.1

=====

Record 4
The following is a DFT calculation (the ωB97M-V functional and the def2-TZVPD basis) of a structure of composition C10H20Li4N2O10 at a distorted geometry.

Charge ... 0
Frontier orbital gap ... 0.14906 hartree
HOMO level ... -5.587 eV
LUMO ... -0.056 Eh

Last column: Löwdin charge in e.
Geometry (Å):
Li  -20.0664  -26.0037  2.9771  0.664
Li  -20.4531  -23.3051  2.3722  0.734
Li  -19.8736  -24.5569  5.4149  0.715
Li  -22.6128  -25.5453  3.8080  0.708
C  -16.5965  -27.4906  2.3813  -0.024
C  -15.2996  -27.2286  2.9061  -0.409
C  -15.2318  -26.4478  4.2303  -0.372
O  -14.1421  -26.1089  4.6632  0.037
C  -16.4396  -26.0941  4.9163  -0.001
C  -17.6688  -26.3651  4.3745  -0.379
C  -17.7616  -27.2270  3.0966  -0.411
O  -18.9259  -27.5945  2.7720  -0.109
O  -18.7840  -25.8661  4.7871  -0.254
O  -14.2654  -27.5204  2.3269  0.020
H  -16.6999  -28.1071  1.4956  0.104
H  -16.4444  -25.6217  5.8925  0.101
O  -21.6864  -27.1395  3.3983  -0.569
H  -21.8849  -27.2667  4.3331  -0.124
O  -21.0164  -24.3891  3.8558  -0.636
H  -21.6813  -23.6869  3.8947  -0.122
O  -20.7801  -21.4067  3.2020  -0.092
H  -20.7999  -20.6966  2.5521  0.065
H  -21.3655  -21.1056  3.9308  0.021
O  -23.6299  -23.0994  3.4931  -0.046
H  -23.8087  -22.1674  3.6491  0.043
H  -24.3641  -23.4065  2.9487  0.067
C  -17.5838  -23.6770  2.0596  -0.621
O  -18.6307  -24.2895  2.3216  -0.080
N  -16.6473  -24.2217  1.2577  0.215
N  -17.2988  -22.4538  2.6016  0.176
H  -16.8258  -25.0756  0.7563  0.123
H  -15.7684  -23.7604  1.1044  0.116
H  -16.5243  -21.9157  2.2578  0.105
H  -17.8872  -22.0404  3.2987  0.094
C  -22.4046  -19.9653  7.7114  -0.051
C  -21.9185  -21.0313  6.7461  -0.438
C  -22.4079  -22.4012  7.1813  -0.043
O  -22.4220  -20.7633  5.4045  -0.086
H  -23.4577  -20.1257  7.9518  0.091
H  -22.3130  -18.9478  7.3259  0.088
H  -21.7889  -20.0159  8.6083  0.092
H  -20.8307  -21.0206  6.6982  0.143
H  -21.8816  -23.2012  6.6479  0.062
H  -23.4792  -22.5660  7.0791  0.092
H  -22.1688  -22.5560  8.2375  0.093
H  -23.2202  -20.2357  5.5099  0.099

Atomic forces in eV per Å
Li 0.2 -1.3 0.9
Li 0.8 -0.4 0.7
Li 0.5 -1.0 -1.0
Li 1.0 -0.6 -0.5
C -0.4 -0.3 0.3
C -0.8 0.2 -0.7
C 0.4 0.1 0.8
O 0.4 0.1 0.0
C -1.2 -0.3 0.0
C 0.4 0.3 -0.5
C -0.3 0.0 0.0
O 0.4 0.7 -0.3
O -0.6 0.3 0.5
O 0.7 -0.1 0.0
H 0.1 0.0 0.0
H 0.5 0.3 -0.1
O -1.3 1.5 0.0
H 0.5 -0.8 0.2
O -0.9 1.2 0.2
H 0.0 0.0 0.3
O -0.1 0.0 -0.3
H 0.1 0.1 0.1
H 0.1 -0.2 -0.1
O -0.2 -0.3 -0.2
H 0.1 0.0 0.2
H 0.0 0.1 0.0
C 0.6 -0.9 0.0
O -1.0 1.0 -0.3
N -0.1 0.9 -0.1
N 0.1 0.0 -0.5
H -0.1 -0.3 0.4
H 0.1 -0.2 0.1
H 0.1 0.0 0.2
H -0.1 -0.2 0.0
C 0.2 0.2 -0.1
C -0.9 0.0 -0.1
C 0.7 -0.6 0.4
O 0.3 0.0 0.0
H 0.0 -0.1 0.2
H 0.2 -0.1 -0.2
H -0.3 0.0 0.2
H 0.0 0.1 -0.2
H -0.2 0.1 -0.1
H 0.0 0.3 -0.2
H 0.0 0.1 0.0
H 0.0 0.1 -0.1

=====

Record 5
The following is a DFT calculation (the ωB97M-V functional and the def2-TZVPD basis) of an isolated molecule of C4H8N2O2.

Charge ... 0
Energy relative to the best compared isomer or geometry (same formula, charge and spin) ... 108.87 kcal per mole
Frontier orbital gap (alpha / beta) ... 0.31618 / 0.31625 hartree
HOMO level (alpha / beta) ... -8.768 / -8.769 eV
LUMO (alpha / beta) ... -0.006 / -0.006 Eh

Last column: Löwdin charge in e.
Geometry (Å):
C  -1.7357  -1.2641  0.6958  -0.067
C  1.0985  0.0923  -0.1321  -0.609
C  -0.3865  0.6713  -0.3768  -0.443
N  2.0398  1.1540  -0.3900  0.110
C  -1.5405  -0.0125  -0.0766  0.016
O  1.5336  -0.6779  0.9655  0.020
O  -0.4777  1.9528  -0.8364  0.039
N  0.3788  -0.4561  -1.1312  0.183
H  1.2709  -1.5879  0.7738  0.093
H  0.4479  2.2646  -0.8738  0.087
H  2.6456  1.2819  0.4131  0.095
H  2.6080  0.9225  -1.1969  0.101
H  -2.4448  0.4249  -0.4993  0.132
H  -2.5950  -1.1386  1.3628  0.086
H  -1.9813  -2.0906  0.0218  0.092
H  -0.8617  -1.5365  1.2805  0.066

Atomic forces in eV per Å
C 0.1 0.0 -0.1
C -0.3 -0.8 -0.3
C -0.3 -0.1 0.1
N -0.1 0.0 0.1
C 0.3 0.2 0.1
O -0.1 0.3 0.0
O 0.2 -0.1 0.0
N 0.5 0.3 0.1
H -0.1 0.1 0.0
H -0.1 0.0 -0.1
H -0.1 0.0 -0.1
H -0.1 0.0 0.0
H 0.0 0.1 0.1
H 0.1 0.0 0.0
H 0.0 0.0 0.0
H 0.0 0.0 0.0

=====

Record 6
The following is a DFT calculation (the ωB97M-V functional and the def2-TZVPD basis) of a structure of composition C9H13MnNO6P2S2 at a distorted geometry.

Charge ... +2
<S²> ... 8.757
2S+1 ... 6
Frontier orbital gap (alpha / beta) ... 0.30660 / 0.27823 hartree
HOMO level (alpha / beta) ... -17.046 / -17.053 eV
LUMO (alpha / beta) ... -0.320 / -0.348 Eh

Last column: Löwdin charge in e.
Geometry (Å):
O  -2.2101  3.3789  -0.1410  -0.316
P  -2.1218  1.9798  -0.5244  0.775
C  -0.3704  1.4920  -1.1549  -0.619
P  -0.5332  1.1049  -2.9774  0.393
O  0.7878  0.8595  -3.7667  -0.097
O  -1.3819  2.1674  -3.7108  -0.078
S  -1.4838  -0.6916  -2.9707  0.446
C  -0.0655  0.1901  -0.4662  -0.402
C  0.5286  0.3106  0.8940  -0.257
C  0.2739  -1.0473  1.5671  -0.201
C  0.1571  -1.0838  2.9265  0.042
C  -0.1122  -2.2858  3.5708  0.050
C  -0.2534  -3.3975  2.7605  -0.004
C  -0.0959  -3.2724  1.4144  -0.105
N  0.1651  -2.1272  0.7354  -0.018
C  2.0082  0.6433  0.6303  -0.086
S  2.0433  2.0603  -0.5411  0.680
O  2.6704  3.1273  0.1361  -0.193
O  2.7081  1.6691  -1.7351  -0.219
O  0.4851  2.5591  -0.8219  -0.177
H  -3.0255  1.5313  -1.5051  0.027
H  -2.3069  1.1406  0.6044  0.056
H  1.1222  -0.0174  -3.5312  0.094
H  -2.2130  1.7754  -4.0288  0.119
H  0.5719  -0.4277  -1.0985  0.070
H  -1.0415  -0.2712  -0.3251  0.022
H  0.0728  1.1252  1.4511  0.167
H  0.2795  -0.1781  3.4961  0.146
H  -0.2224  -2.3432  4.6399  0.142
H  -0.4870  -4.3593  3.1821  0.137
H  -0.1825  -4.1716  0.8147  0.126
H  2.4431  -0.1703  0.0598  0.120
H  2.5579  0.8828  1.5291  0.132
Mn  -0.7681  -2.1532  -1.1134  1.025

Atomic forces in eV per Å
O 0.1 0.6 -0.1
P -0.2 1.0 0.6
C -0.9 0.5 -1.1
P 0.1 -1.3 0.9
O -0.1 0.7 0.2
O 0.0 0.0 0.1
S -0.6 -0.9 -0.1
C -0.5 0.3 -0.1
C 0.6 -0.8 0.1
C 0.6 1.5 -1.2
C 0.1 -0.5 0.7
C 0.0 0.2 -0.5
C 0.0 -0.1 0.8
C 0.0 -0.8 -1.2
N -0.6 -0.2 2.0
C -1.4 0.0 -0.5
S 2.9 1.8 0.9
O -0.8 0.5 0.7
O -1.3 -1.3 -0.8
O 0.7 -1.2 0.3
H 0.2 -0.3 0.0
H 0.1 -0.5 -0.4
H 0.6 0.0 -0.4
H -0.2 0.4 -0.4
H 0.4 -0.1 0.0
H -0.3 -0.1 0.0
H -0.2 0.0 0.2
H 0.0 0.2 0.0
H 0.0 0.0 0.2
H 0.0 -0.2 0.0
H 0.0 -0.1 -0.1
H 0.4 -0.1 0.1
H 0.3 0.4 -0.1
Mn 0.0 0.5 -0.8

=====

no.,energy (eV)
1,-102110.3793
2,-17681.5547
3,-54639.8418
4,-34975.3113
5,-11349.3916
6,-94870.3570